No. 1
# C2H5IN

A 2-piece molecular cluster, C2H5IN overall in a non-equilibrium geometry (wB97M-V/def2-TZVPD, the Open Molecules 2025 dataset).

Geometry as XYZ:
```
9
Properties=species:S:1:pos:R:3:lowdin_charge:R:1
C 0.659 -1.145 0.001 -0.0429
C -0.733 -1.249 -0.413 0.1646
N -0.403 -0.285 0.348 0.0798
I 0.535 2.604 0.257 0.5511
H 1.104 -2.058 0.472 0.1572
H 1.286 -0.815 -0.815 0.1217
H -1.510 -1.573 -1.050 0.1626
H 0.042 4.154 0.388 -0.2688
H -0.980 0.366 0.811 0.0748
```

Computed properties:
frontier orbital gap = 7.91 eV
energy relative to the best compared isomer or geometry (same formula, charge and spin) = 66.6 kcal per mole
energy = -11734.8800 eV
total charge = +1

---

No. 2
# C18H56O10

A 10-piece molecular cluster, C18H56O10 overall in a non-equilibrium geometry (wB97M-V/def2-TZVPD, the Open Molecules 2025 dataset).

Geometry as XYZ:
```
84
Properties=species:S:1:pos:R:3:lowdin_charge:R:1
C 0.739 -4.037 1.673 -0.1419
O -0.267 -4.922 2.138 -0.1192
H 1.690 -4.362 2.105 0.0784
H 0.769 -4.122 0.593 0.0653
H 0.608 -2.999 1.985 0.0583
H -0.493 -4.785 3.060 0.0776
C -0.154 -0.109 -0.303 -0.1321
O -0.043 0.701 0.853 -0.1339
H 0.106 -1.139 -0.050 0.0745
H -1.186 -0.132 -0.653 0.0527
H 0.478 0.167 -1.153 0.0714
H 0.595 0.291 1.446 0.0509
C -1.027 2.457 -4.410 -0.0920
C 0.452 2.140 -4.133 -0.3211
O 0.960 1.369 -5.212 -0.0958
H -1.556 1.502 -4.374 0.0619
H -1.114 2.745 -5.461 0.0728
H -1.470 3.204 -3.759 0.0608
H 0.493 1.518 -3.235 0.0897
H 1.010 3.073 -4.019 0.1058
H 1.451 0.639 -4.788 0.0372
C -1.228 -2.509 -3.005 -0.0768
C -0.131 -3.437 -2.556 -0.2488
O 1.064 -2.648 -2.253 -0.1209
H -2.193 -2.990 -2.837 0.0808
H -1.120 -2.143 -4.026 0.0800
H -1.305 -1.594 -2.408 0.0554
H 0.128 -4.122 -3.363 0.1145
H -0.403 -3.893 -1.604 0.1020
H 1.769 -3.279 -2.072 0.0852
C 0.227 -0.929 4.824 -0.0684
C 1.655 -1.281 4.402 -0.3490
O 1.992 -2.538 4.943 -0.0594
H 0.099 -0.974 5.903 0.0773
H -0.423 -1.665 4.350 0.0471
H -0.062 0.051 4.445 0.0746
H 2.335 -0.443 4.606 0.1102
H 1.677 -1.196 3.303 0.0793
H 2.953 -2.537 5.020 0.0875
C -3.472 1.720 -1.965 -0.0857
C -4.060 1.126 -0.677 -0.3022
O -4.511 -0.194 -0.938 -0.0815
H -4.148 1.737 -2.814 0.0792
H -2.580 1.118 -2.154 0.0500
H -3.092 2.731 -1.800 0.0729
H -4.823 1.812 -0.298 0.1118
H -3.285 1.060 0.084 0.0960
H -5.445 -0.205 -1.157 0.0930
C 4.776 -0.950 -3.689 -0.0842
C 3.646 -0.186 -3.001 -0.2767
O 2.413 -0.462 -3.695 -0.1157
H 5.749 -0.645 -3.289 0.0724
H 4.770 -0.736 -4.757 0.0758
H 4.678 -2.025 -3.544 0.0679
H 3.823 0.887 -2.975 0.1119
H 3.543 -0.531 -1.968 0.1078
H 2.026 -1.232 -3.249 0.0520
C 2.451 2.982 0.768 -0.0731
C 2.994 2.166 1.951 -0.2977
O 2.760 0.782 1.739 -0.0926
H 2.759 2.565 -0.190 0.0702
H 2.845 3.993 0.870 0.0754
H 1.363 2.951 0.800 0.0505
H 2.522 2.531 2.866 0.1073
H 4.063 2.394 2.025 0.1086
H 3.534 0.262 1.963 0.0848
C -2.468 -1.572 2.306 -0.0728
C -2.941 -2.718 1.418 -0.3218
O -2.639 -2.485 0.068 -0.0793
H -2.591 -1.838 3.355 0.0723
H -2.996 -0.663 2.023 0.0720
H -1.400 -1.473 2.096 0.0476
H -3.978 -2.956 1.693 0.1117
H -2.417 -3.646 1.659 0.0926
H -3.239 -1.886 -0.388 0.0523
C -0.885 5.243 2.994 -0.0867
C -1.475 3.884 2.632 -0.3176
O -0.515 2.880 2.936 -0.0960
H -0.135 5.548 2.267 0.0680
H -0.441 5.137 3.986 0.0736
H -1.637 6.028 3.075 0.0685
H -1.735 3.845 1.572 0.1083
H -2.381 3.703 3.216 0.1043
H -0.500 2.248 2.210 0.0331
```

Computed properties:
frontier orbital gap = 9.66 eV
energy relative to the best compared isomer or geometry (same formula, charge and spin) = 87.2 kcal per mole
energy = -40046.2394 eV

---

No. 3
# C5H10O2PS

A 2-piece molecular cluster, C5H10O2PS overall in a non-equilibrium geometry (wB97M-V/def2-TZVPD, the Open Molecules 2025 dataset).

Geometry as XYZ:
```
19
Properties=species:S:1:pos:R:3:lowdin_charge:R:1
C 2.189 1.168 0.123 -0.0501
C 1.204 0.505 -0.436 -0.1048
C -0.412 -0.714 2.685 -0.2177
C -0.927 -0.184 -2.428 -0.1839
C -0.784 -1.290 1.342 -0.7587
O 1.200 1.696 -2.717 -0.3978
O -0.774 2.306 -1.147 -0.4138
P 0.134 1.241 -1.734 0.2889
S 0.584 -2.184 0.492 0.4388
H 2.737 0.938 0.963 0.0343
H 2.300 2.063 -0.351 0.0324
H -1.431 -0.643 3.197 0.0755
H 0.257 -1.350 3.362 0.0788
H -0.055 0.282 2.516 0.0415
H -0.506 -0.291 -3.457 0.0291
H -0.907 -1.150 -1.889 -0.0018
H -1.941 0.241 -2.520 0.0234
H -1.205 -0.565 0.689 0.0145
H -1.661 -2.069 1.311 0.0715
```

Computed properties:
frontier orbital gap (spin up / spin down) = 6.70 / 6.70 eV
energy relative to the best compared isomer or geometry (same formula, charge and spin) = 40.2 kcal per mole
energy = -29565.3355 eV
total charge = -1

---

No. 4
# C29H50FN4O4P2S

A 2-piece molecular cluster, C29H50FN4O4P2S overall in a non-equilibrium geometry (wB97M-V/def2-TZVPD, the Open Molecules 2025 dataset).

Geometry as XYZ:
```
91
Properties=species:S:1:pos:R:3:lowdin_charge:R:1
C 0.489 -2.583 0.504 -0.0570
O -0.090 -1.347 0.118 -0.1231
C 0.397 -0.904 -1.104 -0.1598
N -0.531 0.139 -1.565 0.0601
C -1.474 -0.249 -2.438 0.0529
C -2.434 0.618 -2.918 -0.1697
C -3.420 -0.019 -3.882 -0.1527
C -4.502 -0.854 -3.175 -0.1692
C -5.265 -0.146 -2.052 -0.1466
C -6.646 0.383 -2.487 -0.1572
O -6.781 1.730 -2.021 -0.0945
C -8.020 2.033 -1.534 -0.5424
C -8.874 2.985 -2.311 0.0266
O -8.407 1.560 -0.517 0.1472
C -2.417 1.950 -2.472 -0.2180
P -3.695 3.149 -3.083 0.4748
S -4.576 4.225 -1.738 0.2783
C -1.419 2.350 -1.558 -0.1161
C -1.376 3.754 -1.046 -0.1497
C -0.799 4.754 -2.031 -0.1747
C -0.483 4.447 -3.351 -0.0692
C 0.008 5.430 -4.200 -0.0797
C 0.222 6.721 -3.754 -0.0651
C -0.090 7.042 -2.437 -0.0254
C -0.605 6.072 -1.582 -0.2120
C -0.977 6.458 -0.169 -0.0243
C -0.478 1.409 -1.117 -0.0893
C 0.609 1.766 -0.137 -0.0602
C 0.062 1.717 1.295 -0.1814
F 1.083 1.547 2.191 -0.0105
H 0.628 -3.285 -0.322 0.0988
H -0.144 -3.076 1.233 0.0989
H 1.466 -2.466 0.975 0.0895
H 1.425 -0.551 -1.063 0.1457
H 0.345 -1.725 -1.819 0.1376
H -1.466 -1.276 -2.762 0.1539
H -3.814 0.686 -4.604 0.0995
H -2.817 -0.723 -4.456 0.1190
H -5.231 -1.147 -3.930 0.1161
H -4.045 -1.765 -2.798 0.1116
H -4.723 0.674 -1.583 0.1020
H -5.436 -0.873 -1.262 0.1190
H -7.418 -0.211 -2.007 0.1299
H -6.713 0.359 -3.576 0.1239
H -8.356 3.435 -3.152 0.0817
H -9.767 2.470 -2.652 0.0958
H -9.188 3.772 -1.633 0.0944
H -3.039 3.862 -4.102 0.0026
H -4.640 2.359 -3.751 -0.0149
H -0.782 3.818 -0.145 0.0872
H -2.364 4.097 -0.755 0.0303
H -0.632 3.443 -3.726 0.0983
H 0.238 5.193 -5.229 0.1056
H 0.603 7.500 -4.397 0.1085
H 0.051 8.036 -2.041 0.1134
H -0.752 7.503 0.006 0.0819
H -0.459 5.836 0.558 0.0809
H -2.048 6.301 -0.041 0.0879
H 0.899 2.786 -0.375 0.1278
H 1.502 1.166 -0.253 0.1188
H -0.457 2.638 1.554 0.1224
H -0.671 0.915 1.383 0.1245
O 3.849 -4.255 1.792 -0.3309
P 4.720 -4.017 3.020 0.7153
N 6.059 -5.028 2.621 -0.3021
C 7.019 -5.582 3.559 -0.1281
C 6.732 -4.715 1.363 -0.1398
N 3.648 -4.870 4.096 -0.3491
C 4.020 -6.148 4.670 -0.1333
C 2.239 -4.850 3.728 -0.1562
N 5.473 -3.253 4.403 -0.2717
C 4.585 -2.656 5.426 -0.1177
C 6.398 -2.169 3.974 -0.1287
H 7.750 -4.845 3.921 0.0805
H 7.578 -6.378 3.062 0.0880
H 6.548 -6.038 4.421 0.0495
H 7.497 -3.935 1.485 0.0722
H 6.020 -4.373 0.613 0.0659
H 7.219 -5.605 0.962 0.0829
H 4.270 -6.897 3.907 0.0885
H 3.196 -6.540 5.271 0.0803
H 4.855 -6.040 5.364 0.0648
H 2.011 -5.581 2.942 0.0805
H 1.933 -3.866 3.374 0.0565
H 1.618 -5.080 4.598 0.0801
H 3.852 -1.970 4.997 0.0848
H 5.193 -2.103 6.144 0.0821
H 4.061 -3.422 5.985 0.0735
H 5.870 -1.347 3.486 0.0821
H 7.147 -2.553 3.279 0.0619
H 6.935 -1.773 4.834 0.0834
```

Computed properties:
frontier orbital gap = 5.45 eV
energy = -77157.1483 eV
total charge = +1